DFT (wB97M-V/def2-TZVPD) results for a molecular structure, C28H61ClInNO5 at a distorted geometry.

Last column: Löwdin charge in e.
Element x y z (Å)
C 0.779616 -0.780167 -0.949877  -0.143
C 1.802147 -0.657510 0.365363  -0.239
C 3.323606 -0.258723 -0.099248  -0.233
C 3.724701 1.322250 0.168470  -0.204
C 2.959823 2.322327 -0.887313  -0.218
C 1.731999 3.188998 -0.155025  -0.199
C 0.995881 4.025141 -1.357899  -0.208
C 0.459005 5.516954 -0.942350  -0.208
C -1.149476 5.621497 -0.644086  -0.308
C -2.112664 4.886659 -1.748405  -0.311
In -3.125873 3.105476 -0.785554  0.733
C -1.783293 1.811001 0.497217  -0.288
C -1.270317 2.499448 1.893299  -0.291
C -2.122952 2.063353 3.232368  -0.155
C -1.018007 2.002276 4.475410  -0.202
O -0.802001 3.318721 5.095137  -0.107
C 0.367559 4.016764 4.539098  -0.285
C 0.195532 5.598308 4.022681  -0.021
O 1.612301 3.519831 4.438650  -0.055
C -3.853893 1.746780 -2.506055  -0.264
O -3.515557 2.285973 -3.832698  -0.327
O -4.427132 3.161393 -4.226963  -0.115
C -4.939831 3.894137 0.333947  -0.344
C -6.382920 3.416614 -0.283505  -0.713
C -6.638546 3.862770 -1.844460  -0.176
Cl -7.693837 4.334537 0.722871  0.403
H 1.346631 -1.424854 -1.745966  0.062
H -0.251161 -1.273590 -0.680163  0.078
H 0.622830 0.307903 -1.392715  0.069
H 1.356142 0.030487 1.218640  0.111
H 1.831357 -1.752944 0.827336  0.078
H 3.489615 -0.609401 -1.205689  0.105
H 4.071312 -0.897425 0.574447  0.100
H 3.379513 1.636725 1.266885  0.124
H 4.878866 1.444051 -0.001365  0.103
H 3.674226 3.073574 -1.438256  0.105
H 2.411524 1.705877 -1.747929  0.108
H 2.102906 3.835188 0.747915  0.116
H 0.978451 2.355573 0.238976  0.075
H 1.821146 4.193707 -2.203855  0.110
H 0.192828 3.318084 -1.832108  0.104
H 0.755341 6.364548 -1.710546  0.112
H 1.014315 5.804713 0.073785  0.097
H -1.422714 6.783129 -0.684085  0.104
H -1.487302 5.252613 0.413899  0.065
H -1.450233 4.596937 -2.689468  0.047
H -2.913647 5.659315 -2.116236  0.034
H -2.432648 0.859298 0.809401  0.042
H -0.929906 1.394795 -0.194737  0.002
H -0.152497 2.129084 2.088714  0.083
H -1.222034 3.668424 1.887248  0.084
H -2.748702 1.080711 3.114439  0.113
H -2.830944 2.991943 3.480428  0.126
H -0.004018 1.488596 4.168730  0.126
H -1.499424 1.301326 5.300442  0.126
H -0.896023 5.966305 4.308036  0.094
H 0.375623 5.660726 2.857781  0.085
H 0.998333 6.280911 4.579438  0.099
H -3.268730 0.710438 -2.412054  0.056
H -4.994653 1.466468 -2.373708  0.044
H -4.099838 4.031991 -3.806193  0.115
H -4.776332 3.609544 1.470728  0.035
H -4.901448 5.070801 0.280152  0.048
H -6.530627 2.239431 -0.153178  0.113
H -6.521372 3.001370 -2.629116  0.063
H -6.004846 4.788816 -2.190378  0.087
H -7.776701 4.207324 -1.905287  0.061
C 0.798342 -4.267624 -0.481018  -0.071
C 0.934888 -5.744532 -0.131747  -0.146
N 1.586403 -6.603432 -1.242002  -0.230
C 0.703316 -6.498833 -2.509642  0.019
C 1.531984 -8.101352 -0.851983  -0.154
C 2.348561 -8.511997 0.358430  -0.059
C 3.008350 -6.124653 -1.663396  -0.044
C 4.054723 -5.953970 -0.545496  -0.187
O 3.654679 -4.975706 0.407634  -0.211
C 4.234265 -5.173395 1.690832  -0.072
H 0.092478 -4.105074 -1.300422  0.082
H 0.403189 -3.727514 0.387137  0.098
H 1.745026 -3.799478 -0.748560  0.068
H -0.061756 -6.165503 0.046352  0.135
H 1.505775 -5.876337 0.786263  0.106
H -0.321869 -6.763649 -2.244720  0.113
H 1.096978 -7.187274 -3.261705  0.107
H 0.746470 -5.473884 -2.895851  0.104
H 1.858540 -8.676087 -1.726958  0.131
H 0.475866 -8.332465 -0.668167  0.131
H 3.388749 -8.703438 0.083054  0.078
H 1.969114 -9.464349 0.744980  0.097
H 2.315830 -7.795085 1.180240  0.077
H 2.868899 -5.162069 -2.168841  0.133
H 3.370191 -6.848120 -2.399628  0.140
H 4.985804 -5.601231 -1.001124  0.142
H 4.288708 -6.903104 -0.063807  0.095
H 5.161403 -5.756468 1.650370  0.096
H 3.506331 -5.685016 2.325536  0.085
H 4.447735 -4.195679 2.128776  0.099

Forces on the atoms, in the same order (eV/Å):
C 0.8 0.7 0.5
C -0.6 -1.1 -0.3
C 0.4 -0.1 1.3
C -0.6 -0.1 -0.9
C -1.1 0.3 0.1
C -0.1 -1.3 -1.0
C 1.0 0.3 -0.4
C -0.3 0.0 1.2
C -0.7 1.2 -0.6
C 1.1 0.9 -0.8
In -0.4 -0.1 -0.7
C -0.2 -1.0 0.9
C 0.9 -1.0 0.2
C 1.1 1.9 0.1
C -1.3 -2.4 0.2
O 3.0 0.9 -2.6
C 5.2 -1.0 -0.7
C -0.7 -0.4 1.0
O -8.0 2.2 0.8
C -0.2 -1.7 1.1
O 2.2 -3.7 1.5
O -1.7 4.4 0.0
C -0.9 0.6 0.4
C 1.8 -0.1 -0.3
C -1.3 0.3 -0.1
Cl 0.3 -0.8 -0.4
H -1.2 1.1 1.3
H 2.0 1.1 -0.5
H 0.1 -2.4 0.8
H 1.0 -1.2 -2.0
H 0.1 2.2 -0.8
H -0.3 0.9 2.0
H -1.5 1.3 -1.4
H 1.0 -0.8 -2.3
H -2.2 -0.3 0.7
H -1.2 -1.5 1.2
H 1.3 1.2 1.8
H -0.6 -1.1 -1.8
H 1.6 2.0 -0.6
H -1.7 -0.4 1.7
H 1.3 1.6 0.9
H -0.6 -2.0 1.3
H -1.0 -0.5 -2.1
H 0.7 -2.3 0.3
H 1.1 0.7 -1.8
H -1.4 0.6 1.8
H 1.4 -1.3 0.6
H 1.4 1.8 -0.6
H -1.3 0.9 1.6
H -2.2 0.9 -0.3
H -0.1 -2.1 -0.2
H 1.4 1.8 0.3
H 1.2 -2.3 -0.4
H -2.0 1.3 0.5
H 1.1 1.7 -1.4
H 2.4 -0.7 -0.8
H -0.4 -0.4 2.5
H -1.7 -1.8 -1.2
H -1.1 2.1 -0.5
H 2.1 0.5 -0.8
H -0.8 -1.5 -0.8
H -0.9 0.5 -2.2
H -0.2 -2.2 0.1
H 0.1 2.8 -0.2
H 0.1 1.6 1.7
H -1.0 -1.9 0.9
H 2.4 -0.7 0.1
C -0.1 -0.1 -0.3
C 0.0 0.1 -0.1
N -0.3 -0.2 -0.6
C 0.7 0.2 0.6
C 0.0 0.4 0.0
C 0.4 -0.2 0.1
C -0.4 0.2 0.7
C -0.3 0.3 0.2
O 0.1 -0.5 -0.5
C -0.1 0.2 0.2
H 0.0 0.0 0.2
H 0.1 -0.2 -0.1
H 0.0 -0.1 0.2
H 0.2 -0.2 -0.2
H 0.1 0.0 -0.3
H 0.2 0.0 0.0
H -0.1 0.1 0.2
H 0.0 -0.3 0.2
H -0.1 0.3 0.1
H 0.2 0.3 -0.2
H -0.1 0.1 0.1
H -0.1 0.2 -0.1
H 0.0 -0.1 -0.1
H -0.1 -0.3 0.2
H -0.1 0.0 0.1
H -0.1 -0.2 -0.4
H -0.1 0.0 0.0
H -0.1 0.1 -0.1
H 0.1 -0.1 0.2
H 0.0 -0.1 -0.1

DFT (wB97M-V/def2-TZVPD) results for 4 unconnected molecules or ions with the total composition C28H61N3O4 at a distorted geometry.

Last column: Löwdin charge in e.
Element x y z (Å)
C 2.251895 1.561857 7.820491  -0.044
C 3.626027 1.973875 7.283271  -0.467
C 4.287350 2.983775 8.267081  -0.119
C 5.055634 2.273929 9.429335  -0.179
C 6.035995 1.350081 8.728925  -0.179
C 5.463217 0.216146 7.935658  -0.543
N 4.471651 0.758997 7.002769  -0.090
O 3.875555 -0.264467 6.159331  0.004
C 6.665632 -0.310654 7.235444  -0.044
C 4.829689 -0.825497 8.913935  -0.023
C 3.298225 2.683077 5.904747  -0.032
H 1.619086 0.983230 7.147550  0.085
H 1.758108 2.491018 8.104973  0.084
H 2.512143 0.896623 8.643809  0.066
H 4.978080 3.721554 7.858813  0.115
H 3.536854 3.605167 8.755681  0.108
H 4.394243 1.748206 10.118015  0.103
H 5.534176 2.984296 10.103478  0.110
H 6.577625 0.921739 9.572291  0.123
H 6.623502 2.113177 8.218414  0.129
H 7.367055 -0.687147 7.979998  0.092
H 6.380418 -1.213494 6.695407  0.085
H 7.078311 0.482070 6.611430  0.097
H 5.280413 -0.999721 9.890969  0.082
H 3.887172 -0.441420 9.304142  0.059
H 4.600777 -1.856781 8.645321  0.081
H 2.599799 3.470435 6.188246  0.081
H 2.985609 1.932218 5.179088  0.071
H 4.178006 3.005291 5.347731  0.075
H 3.379529 -0.719843 6.843570  0.073
C -9.298572 -0.272453 -0.497869  -0.030
C -8.370734 -1.117813 0.338075  -0.476
C -8.013552 -2.388216 -0.397369  -0.186
C -6.942171 -2.320821 -1.424952  -0.187
C -5.744354 -1.566854 -0.880712  -0.126
C -5.954387 -0.208996 -0.171048  -0.538
N -7.133158 -0.352753 0.666384  -0.129
O -7.185116 0.621114 1.669582  0.012
C -4.671398 0.081843 0.512531  -0.061
C -6.181461 0.936837 -1.143306  -0.029
C -9.009663 -1.706540 1.673843  -0.016
H -9.085737 0.752474 -0.194027  0.076
H -10.375957 -0.421854 -0.426969  0.084
H -9.170381 -0.281170 -1.580268  0.080
H -7.744878 -3.134848 0.349932  0.115
H -8.911936 -2.705562 -0.926783  0.127
H -7.381070 -1.926439 -2.341434  0.108
H -6.664290 -3.336827 -1.705353  0.115
H -4.966122 -1.479136 -1.638842  0.120
H -5.229526 -2.197198 -0.155653  0.119
H -4.608481 1.108294 0.873828  0.087
H -4.469725 -0.543265 1.382402  0.096
H -3.784093 0.032878 -0.118653  0.093
H -6.647273 1.784258 -0.640323  0.078
H -5.208311 1.273711 -1.500529  0.083
H -6.769867 0.726029 -2.036311  0.082
H -9.236945 -0.836031 2.289194  0.072
H -8.282018 -2.351968 2.165852  0.079
H -9.910771 -2.287973 1.478816  0.082
H -7.443209 1.374002 1.132780  0.073
C 2.038749 -3.743654 -5.591259  -0.041
C 2.360950 -2.979811 -6.962238  -0.460
C 0.978991 -2.562284 -7.659874  -0.112
C 1.166432 -1.534776 -8.841134  -0.152
C 1.963632 -0.311839 -8.317535  -0.154
C 3.270958 -0.586016 -7.555701  -0.477
N 3.036990 -1.711194 -6.527599  -0.081
O 4.231297 -2.020648 -5.791035  -0.030
C 4.431934 -0.857770 -8.538154  -0.042
C 3.619211 0.706305 -6.816635  -0.053
C 3.063780 -4.009941 -7.820781  -0.061
H 2.844161 -4.391588 -5.245425  0.075
H 1.101067 -4.291419 -5.685083  0.072
H 1.780514 -3.036697 -4.802819  0.072
H 0.662478 -3.462944 -8.185926  0.101
H 0.193678 -2.280900 -6.958304  0.111
H 0.149495 -1.287927 -9.146105  0.104
H 1.759233 -1.961507 -9.650195  0.099
H 1.328025 0.363388 -7.744671  0.108
H 2.158733 0.349636 -9.161621  0.113
H 4.569132 -0.178120 -9.379204  0.077
H 5.422780 -0.773668 -8.091778  0.081
H 4.327221 -1.746509 -9.160468  0.068
H 2.805601 0.913360 -6.121452  0.084
H 4.516372 0.500264 -6.232891  0.073
H 3.894414 1.567365 -7.425668  0.091
H 4.107964 -4.162595 -7.547842  0.086
H 3.163006 -3.736867 -8.871340  0.064
H 2.541583 -4.966499 -7.840857  0.087
H 3.974182 -1.638938 -4.948549  0.096
C -0.456060 7.095190 -2.013730  -0.168
O -0.485055 6.602099 -0.684882  -0.129
H 0.364953 7.804771 -2.116252  0.074
H -0.565086 6.419822 -2.862315  0.074
H -1.364408 7.691026 -1.924410  0.078
H 0.306475 6.128424 -0.418998  0.070

Forces on the atoms, in the same order (eV/Å):
C 0.8 -0.2 0.6
C -0.4 -0.3 -2.2
C 0.2 -0.5 1.6
C -1.3 0.0 -0.9
C -0.3 1.6 2.8
C -1.0 0.1 0.5
N 1.2 0.9 -0.8
O 0.4 1.5 1.6
C 0.0 -1.5 -0.6
C -0.9 0.1 1.1
C 1.2 -1.0 0.8
H 0.2 0.2 -0.3
H -0.4 -0.4 0.4
H -0.7 0.3 0.6
H 0.1 -0.4 -0.7
H -0.5 -0.1 -0.4
H -0.4 -0.3 -0.2
H 0.4 0.2 -0.4
H 0.8 -0.2 -0.4
H 0.6 -0.9 -0.7
H 0.3 0.4 0.0
H 0.1 0.2 -0.6
H 0.2 -0.4 -0.1
H 1.1 0.4 -0.1
H -0.4 0.2 -0.4
H 0.2 0.1 -1.1
H -0.1 0.1 -0.8
H -1.1 0.0 0.4
H 0.3 0.8 0.7
H -0.6 -0.8 -0.2
C -0.7 1.4 -0.2
C 0.5 -0.8 1.0
C -0.2 -0.8 0.0
C 0.3 0.4 -0.4
C 0.8 -0.3 -0.3
C -1.4 -1.0 -1.9
N 0.8 -2.4 1.2
O -0.7 -0.1 -0.7
C 1.2 0.8 1.9
C 0.4 0.5 -0.9
C 0.4 1.8 -0.8
H -0.5 0.3 -0.1
H 0.0 -0.3 0.7
H 0.7 -0.3 -0.1
H 0.0 -0.2 -0.1
H -0.3 -0.3 0.4
H 0.3 0.6 -0.2
H 0.2 -0.1 0.1
H -0.1 0.4 -0.3
H -0.3 -0.2 0.4
H -0.4 0.1 0.2
H -0.2 -0.2 0.0
H -0.3 -0.4 -0.5
H 0.0 0.1 0.0
H 0.0 0.2 -0.2
H -0.2 -0.3 0.2
H -0.2 -0.3 0.4
H 0.0 0.3 0.0
H 0.0 0.2 -0.2
H -0.2 1.0 0.5
C -0.6 1.0 -0.7
C -1.7 0.3 1.7
C 1.8 -0.5 -1.1
C 0.7 0.1 2.3
C -1.0 0.1 -0.6
C 0.4 -0.4 -0.7
N -0.4 0.6 -1.5
O -0.4 0.3 -0.6
C 0.4 -0.2 -0.9
C 0.4 -0.8 1.0
C 1.1 0.3 -1.1
H 0.0 0.1 -0.2
H 0.2 -0.5 -0.4
H 0.4 0.3 0.0
H -0.3 -0.3 0.4
H 0.3 0.3 0.1
H 0.3 0.3 -0.4
H -0.4 -0.3 -0.1
H -0.2 -0.4 0.6
H 0.6 -0.1 -0.2
H -0.8 1.0 0.3
H -0.1 -0.7 0.5
H 0.1 -0.7 0.7
H 0.0 0.4 0.0
H 0.0 0.1 0.2
H -0.5 -0.2 -0.4
H -0.1 -0.1 0.5
H -0.3 0.3 -0.2
H -0.1 0.1 0.4
H 0.3 -0.1 0.3
C -0.8 1.4 1.1
O 0.2 -1.0 0.3
H 0.2 -0.2 -0.4
H 0.3 -0.5 0.3
H 0.0 0.3 -1.0
H 0.2 0.0 -0.3

Energy relative to the best compared isomer or geometry (same formula, charge and spin) (kJ/mol): 240.3
Structure (SMILES): CC1(C)CCCC(C)(C)N1O.CC1(C)CCCC(C)(C)N1O.CC1(C)CCCC(C)(C)N1O.CO

Molar mass for the records above, in order: 642.07 503.81 g/mol
E_LUMO for the records above, in order: -0.0432 0.0275 Eh
Electronic energy for the records above, in order: -59431.256 -42678.265 eV